[1]
Density functional theory data (ωB97M-V/def2-TZVPD) for 20 unconnected molecules or ions with the total composition C46H130N2O20 in a non-equilibrium geometry.

Summary:
Kohn-Sham gap (alpha / beta) = 9.51 / 4.85 eV
molar mass = 1031.5 u
HOMO energy (alpha / beta) = -11.009 / -11.009 eV
total energy = -3444.29344 a.u.

Structure (ORCA input):
```
! wB97M-V def2-TZVPD RIJCOSX def2/J DEFGRID3
* xyz 1 2
C -10.773 13.183 2.450
C -12.105 13.306 1.679
C -11.854 14.417 0.620
C -11.127 13.956 -0.649
C -11.812 12.689 -1.161
C -11.796 11.496 -0.204
N -12.420 11.981 1.021
O -12.760 10.961 1.891
C -12.654 10.383 -0.881
C -10.343 10.962 -0.100
C -13.336 13.714 2.549
H -10.876 12.621 3.378
H -10.281 14.135 2.646
H -9.951 12.688 1.932
H -12.736 14.964 0.288
H -11.254 15.186 1.108
H -10.068 13.800 -0.445
H -11.092 14.658 -1.482
H -11.347 12.385 -2.099
H -12.850 12.904 -1.412
H -13.634 10.786 -1.135
H -12.228 9.991 -1.804
H -12.697 9.534 -0.199
H -9.953 10.383 -0.937
H -9.604 11.749 0.055
H -10.220 10.258 0.722
H -14.160 14.024 1.906
H -13.107 14.573 3.180
H -13.598 12.894 3.217
H -11.913 10.820 2.321
C -10.441 15.673 5.588
C -10.557 14.533 6.616
C -11.852 13.812 6.293
C -12.118 12.388 6.926
C -10.905 11.576 6.537
C -9.527 12.127 6.982
N -9.403 13.539 6.542
O -8.209 14.199 6.962
C -9.372 11.931 8.465
C -8.479 11.274 6.189
C -10.721 15.220 7.972
H -9.519 16.236 5.735
H -11.239 16.408 5.691
H -10.373 15.306 4.563
H -12.708 14.421 6.582
H -12.063 13.626 5.240
H -13.049 11.897 6.643
H -12.175 12.451 8.013
H -10.895 11.429 5.457
H -11.117 10.587 6.943
H -9.264 10.858 8.619
H -8.444 12.407 8.783
H -10.227 12.328 9.012
H -8.585 11.379 5.109
H -7.506 11.622 6.537
H -8.609 10.197 6.292
H -9.850 15.793 8.288
H -10.809 14.528 8.810
H -11.613 15.845 8.018
H -8.344 14.248 7.911
C -14.893 16.442 -3.811
C -13.720 15.778 -3.062
O -12.596 15.798 -3.934
H -15.828 16.284 -3.274
H -14.964 16.251 -4.882
H -14.774 17.515 -3.666
H -13.927 14.726 -2.869
H -13.586 16.192 -2.063
H -12.587 14.945 -4.376
C -10.826 7.812 4.356
C -9.765 8.497 3.472
O -10.169 9.776 3.086
H -11.030 8.402 5.250
H -10.533 6.815 4.687
H -11.726 7.728 3.748
H -9.494 7.898 2.603
H -8.822 8.588 4.011
H -9.429 10.374 2.958
C -12.849 8.218 -4.568
C -13.250 7.474 -3.300
O -12.130 6.788 -2.700
H -13.745 8.538 -5.100
H -12.296 7.649 -5.315
H -12.283 9.131 -4.382
H -13.945 6.655 -3.488
H -13.633 8.208 -2.590
H -12.472 6.493 -1.853
C -11.006 18.300 1.930
C -12.172 17.875 2.866
O -13.373 17.642 2.137
H -10.072 18.375 2.486
H -11.194 19.238 1.409
H -10.903 17.551 1.145
H -12.422 18.681 3.556
H -11.945 16.966 3.422
H -14.007 17.283 2.762
C -8.246 10.466 -4.823
C -9.706 10.184 -4.673
O -10.542 11.103 -5.381
H -8.133 11.491 -4.468
H -8.138 10.465 -5.908
H -7.583 9.741 -4.351
H -10.018 10.243 -3.630
H -9.847 9.131 -4.919
H -10.210 11.136 -6.281
C -10.650 19.575 -2.019
C -11.153 18.156 -2.134
O -10.818 17.629 -3.443
H -11.094 20.180 -2.809
H -9.601 19.590 -2.314
H -10.821 20.066 -1.061
H -12.216 18.108 -1.898
H -10.729 17.560 -1.325
H -11.356 16.858 -3.636
C -6.396 9.169 2.109
C -6.388 10.610 2.585
O -7.649 10.958 2.997
H -6.482 8.437 2.913
H -5.416 8.958 1.680
H -7.158 9.029 1.342
H -6.025 11.230 1.766
H -5.701 10.674 3.429
H -7.584 11.830 3.393
C -9.466 7.090 -0.368
C -8.608 7.278 -1.672
O -7.296 7.273 -1.248
H -9.372 8.014 0.203
H -9.054 6.257 0.202
H -10.508 6.862 -0.592
H -8.949 8.179 -2.180
H -8.817 6.470 -2.373
H -6.722 7.067 -1.989
C -14.164 9.858 4.825
C -14.488 8.548 5.514
O -14.383 8.874 6.885
H -13.220 10.293 5.154
H -14.771 10.701 5.156
H -14.318 9.883 3.746
H -13.929 7.653 5.240
H -15.479 8.112 5.389
H -14.879 9.666 7.107
C -16.598 9.560 -2.029
C -17.163 9.023 -3.403
O -16.511 9.898 -4.386
H -16.927 8.936 -1.199
H -16.771 10.613 -1.804
H -15.510 9.500 -2.018
H -18.246 9.112 -3.489
H -16.909 7.965 -3.467
H -16.960 10.736 -4.254
C -13.088 6.554 0.817
O -13.412 5.945 -0.351
H -13.521 6.087 1.702
H -12.008 6.417 0.880
H -13.369 7.606 0.851
H -14.339 5.722 -0.236
C -17.337 12.606 3.942
O -17.375 11.686 4.956
H -16.396 13.135 3.791
H -17.463 11.988 3.053
H -18.122 13.361 3.960
H -18.278 11.364 5.012
C -7.171 14.697 3.673
O -7.686 13.440 4.060
H -6.356 14.942 4.354
H -6.784 14.641 2.656
H -7.953 15.456 3.650
H -8.037 13.579 4.943
C -15.820 12.095 0.298
O -15.286 10.899 0.803
H -15.839 12.915 1.016
H -15.384 12.511 -0.609
H -16.851 11.822 0.072
H -14.476 11.107 1.274
C -7.589 13.948 -0.187
O -8.055 15.277 -0.230
H -7.636 13.554 0.828
H -8.116 13.297 -0.884
H -6.525 13.832 -0.393
H -8.300 15.530 -1.122
C -15.197 15.557 5.274
O -14.969 16.724 4.500
H -15.187 15.670 6.358
H -16.195 15.184 5.045
H -14.517 14.736 5.047
H -15.754 17.273 4.568
C -13.623 12.545 -4.891
O -12.353 13.189 -4.766
H -14.407 13.281 -5.066
H -13.639 11.936 -5.795
H -13.802 11.941 -4.002
H -11.713 12.488 -4.909
C -16.401 15.858 0.045
O -17.324 14.967 -0.554
H -16.590 16.127 1.084
H -15.380 15.475 0.035
H -16.477 16.805 -0.490
H -18.188 15.211 -0.213
*
```

Results of the Mulliken charge analysis, in e, for atoms 1 through 8:
1 C -0.51
2 C 2.73
3 C -1.12
4 C 1.21
5 C -1.68
6 C 2.74
7 N 1.34
8 O 1.14

---

[2]
Density functional theory data (ωB97M-V/def2-TZVPD) for a molecular structure, C46H33AsBrIN2O4PdS in a non-equilibrium geometry.

Summary:
Kohn-Sham gap (alpha / beta) = 4.00 / 6.87 eV
molar mass = 1098.0 u
HOMO energy (alpha / beta) = -4.388 / -7.311 eV
total energy = -7816.55844 a.u.

Structure (ORCA input):
```
! wB97M-V def2-TZVPD RIJCOSX def2/J DEFGRID3
* xyz 0 3
Pd 4.282 -20.983 -11.397
C -0.268 -22.372 -13.159
C 0.581 -23.245 -13.727
C 1.802 -23.610 -13.061
C 2.089 -23.115 -11.825
C 1.111 -22.300 -11.183
C -0.014 -21.840 -11.908
C 3.349 -23.568 -11.179
C 3.791 -24.917 -11.309
C 4.907 -25.406 -10.590
C 5.521 -24.528 -9.631
C 6.470 -25.015 -8.729
C 7.078 -24.211 -7.771
C 6.743 -22.859 -7.747
C 5.819 -22.364 -8.652
C 5.135 -23.166 -9.598
N 4.107 -22.730 -10.470
H -1.188 -22.142 -13.682
H 0.474 -23.429 -14.807
H 2.482 -24.156 -13.669
H -0.668 -21.171 -11.370
H 3.299 -25.618 -11.961
H 5.376 -26.409 -10.822
H 6.896 -26.025 -8.864
H 7.834 -24.683 -7.109
H 7.122 -22.212 -6.954
H 5.687 -21.306 -8.741
O 4.873 -19.114 -11.982
As 3.884 -17.983 -11.283
C 4.901 -16.488 -11.824
C 6.312 -16.695 -11.809
C 7.199 -15.643 -12.085
C 6.693 -14.340 -12.223
C 5.310 -14.170 -12.267
C 4.418 -15.252 -12.062
C 3.861 -18.081 -9.335
C 3.889 -16.907 -8.537
C 3.728 -16.993 -7.160
C 3.545 -18.205 -6.501
C 3.648 -19.372 -7.240
C 3.692 -19.271 -8.638
C 2.229 -17.553 -12.203
C 2.086 -17.100 -13.556
C 0.820 -17.153 -14.150
C -0.329 -17.522 -13.428
C -0.213 -17.930 -12.124
C 1.082 -17.919 -11.530
H 6.662 -17.727 -11.706
H 8.283 -15.795 -12.025
H 7.315 -13.443 -12.248
H 4.914 -13.207 -12.456
H 3.354 -14.980 -12.056
H 4.122 -15.943 -8.994
H 3.654 -16.094 -6.573
H 3.414 -18.232 -5.450
H 3.609 -20.414 -6.867
H 3.544 -20.167 -9.247
H 3.002 -16.822 -14.074
H 0.861 -16.879 -15.190
H -1.368 -17.356 -13.799
H -1.139 -18.059 -11.607
H 1.163 -18.253 -10.492
Br 6.319 -21.628 -17.281
C 6.897 -22.487 -15.754
C 8.164 -23.007 -15.818
C 8.776 -23.573 -14.647
C 8.039 -23.670 -13.472
C 6.776 -23.158 -13.414
C 6.168 -22.561 -14.564
I 4.258 -21.613 -14.367
H 8.599 -23.093 -16.824
H 9.825 -24.057 -14.726
H 8.484 -24.239 -12.680
H 6.158 -23.388 -12.536
O 2.170 -24.060 -8.211
S 0.902 -23.614 -8.784
O 0.152 -24.652 -9.452
N 1.023 -22.193 -9.772
C 0.237 -21.161 -9.139
O -0.099 -20.070 -9.593
C -0.271 -21.553 -7.812
C -1.047 -20.810 -6.951
C -1.365 -21.322 -5.679
C -0.832 -22.579 -5.296
C -0.049 -23.300 -6.192
C 0.114 -22.840 -7.478
H -1.267 -19.804 -7.259
H -1.868 -20.674 -4.951
H -1.044 -22.973 -4.292
H 0.410 -24.274 -5.972
*
```

Results of the Mulliken charge analysis, in e, for atoms 1 through 8:
1 Pd 0.08
2 C -0.93
3 C -0.98
4 C -0.99
5 C -0.18
6 C 0.60
7 C -0.46
8 C 0.66

---

[3]
Density functional theory data (ωB97M-V/def2-TZVPD) for a molecular structure, C46H34BrN5O5PSSc in a non-equilibrium geometry.

Summary:
Kohn-Sham gap = 5.84 eV
molar mass = 924.7 u
HOMO energy = -7.226 eV
total energy = -6497.71364 a.u.

Structure (ORCA input):
```
! wB97M-V def2-TZVPD RIJCOSX def2/J DEFGRID3
* xyz 0 1
Sc -1.683 0.494 0.188
Br -0.527 3.827 -6.511
C -0.834 3.312 -4.733
C -0.397 4.196 -3.707
C -0.557 3.899 -2.404
C -0.865 2.536 -2.047
O -0.856 2.190 -0.792
C -1.305 1.602 -3.091
C -1.916 0.378 -2.864
N -2.633 0.060 -1.751
C -3.590 -0.884 -1.685
C -3.688 -1.807 -2.730
C -4.718 -2.748 -2.693
C -5.552 -2.864 -1.619
C -5.374 -2.053 -0.444
C -6.051 -2.168 0.744
C -5.687 -1.397 1.878
C -4.614 -0.463 1.803
N -3.968 -0.307 0.635
C -4.280 -1.104 -0.451
C -1.316 2.064 -4.482
H -0.077 5.184 -4.056
H -0.511 4.489 -1.502
H -1.636 -0.442 -3.519
H -3.081 -1.764 -3.614
H -4.922 -3.381 -3.553
H -6.398 -3.520 -1.664
H -6.859 -2.909 0.834
H -6.204 -1.562 2.792
H -4.244 0.131 2.635
H -1.624 1.421 -5.259
O 0.115 1.021 4.003
C -0.566 0.535 3.075
N -1.239 1.315 2.172
C -1.402 2.677 2.615
C -2.154 3.407 1.603
C -2.026 4.768 1.421
C -2.877 5.430 0.500
C -3.732 4.665 -0.243
C -3.739 3.307 -0.019
N -2.954 2.600 0.846
C -0.732 -0.909 2.941
C -0.088 -1.751 3.857
C -0.449 -3.137 3.756
C -1.292 -3.596 2.727
C -1.904 -2.668 1.940
N -1.513 -1.377 1.978
H -1.971 2.799 3.559
H -0.445 3.143 2.797
H -1.268 5.341 1.995
H -2.897 6.526 0.469
H -4.336 5.168 -1.029
H -4.445 2.699 -0.580
H 0.710 -1.353 4.486
H -0.157 -3.834 4.528
H -1.385 -4.638 2.522
H -2.657 -2.949 1.227
O 0.839 -2.813 0.190
S 0.366 -2.138 -1.014
O -0.596 -2.761 -1.856
O -0.046 -0.703 -0.656
C 1.984 -1.905 -1.844
C 2.194 -2.400 -3.168
C 3.450 -2.357 -3.820
C 4.538 -1.865 -3.127
C 4.362 -1.448 -1.833
C 3.114 -1.454 -1.101
P 2.916 -1.125 0.661
C 3.397 0.603 0.714
C 2.469 1.596 1.060
C 2.764 2.909 0.999
C 4.107 3.314 0.665
C 5.052 2.361 0.393
C 4.677 1.041 0.426
C 4.313 -1.989 1.431
C 4.839 -1.518 2.656
C 5.897 -2.155 3.246
C 6.458 -3.286 2.589
C 5.883 -3.783 1.437
C 4.826 -3.095 0.812
H 1.325 -2.769 -3.688
H 3.575 -2.824 -4.781
H 5.544 -1.762 -3.530
H 5.199 -1.117 -1.271
H 1.544 1.318 1.525
H 1.965 3.644 1.190
H 4.351 4.406 0.642
H 6.104 2.667 0.204
H 5.365 0.243 0.110
H 4.372 -0.618 3.027
H 6.353 -1.863 4.195
H 7.351 -3.762 3.023
H 6.156 -4.806 1.120
H 4.366 -3.381 -0.107
*
```

Results of the Mulliken charge analysis, in e, for atoms 1 through 8:
1 Sc -0.74
2 Br -0.21
3 C 0.08
4 C -0.67
5 C -1.10
6 C 0.14
7 O 1.08
8 C -0.13

---

Number 2 is which compound?
C46H33AsBrIN2O4PdS

---

Which formula does entry 2 have?
C46H33AsBrIN2O4PdS

---

What is the formula in the third record?
C46H34BrN5O5PSSc